a) Entry from OMol25: the ion C3H9N2O2 with charge +1 (the ωB97M-V functional and the def2-TZVPD basis).

The net charge is +1. Its structure (SMILES) is C/C(N)=[NH+]/C(O)O. The highest occupied orbital energy comes out at -15.8 eV.

The geometry in XYZ format:
```
16
C3H9N2O2 | OMol25 | the ωB97M-V functional and the def2-TZVPD basis
C 1.92 0.77 -0.28
C 0.68 -0.11 -0.04
N 0.81 -1.40 0.14
N -0.47 0.52 0.10
C -1.84 -0.14 0.36
O -2.05 -1.29 -0.28
O -2.65 0.97 -0.09
H 2.91 0.20 0.02
H 1.87 1.69 0.40
H 1.81 1.15 -1.33
H 1.68 -1.86 -0.10
H -0.11 -1.80 0.14
H -0.35 1.51 0.08
H -2.17 -0.46 1.44
H -1.87 -1.09 -1.22
H -3.24 1.12 0.59
```

b) Entry from OMol25: the ion C3H9N2O2 with charge +1 (the ωB97M-V functional and the def2-TZVPD basis).

The net charge is +1. Its structure (SMILES) is NC(=O)[C@H]([NH3+])CO. The highest occupied orbital energy comes out at -14.7 eV.

The geometry in XYZ format:
```
16
C3H9N2O2 | OMol25 | the ωB97M-V functional and the def2-TZVPD basis
N 2.08 -0.92 0.37
C 1.09 -0.04 0.45
O 0.83 0.67 1.41
C 0.10 0.05 -0.72
N -0.47 1.43 -0.65
C -1.09 -0.98 -0.49
O -2.19 -0.19 -0.09
H 2.77 -1.02 1.10
H 2.22 -1.56 -0.38
H 0.45 -0.10 -1.73
H 0.16 2.05 -0.13
H -0.72 1.81 -1.55
H -1.27 1.37 -0.04
H -1.26 -1.36 -1.50
H -0.86 -1.73 0.26
H -2.97 -0.72 0.09
```

Which structure is most stable? b), by 45.3 kJ/mol over the runner-up.

a) Entry from OMol25: a cluster of 2 separate species, H5N2PS in total (the ωB97M-V functional and the def2-TZVPD basis).

The net charge is 0. The highest occupied orbital energy (spin up / spin down) comes out at -8.0 / -8.0 eV.

The geometry in XYZ format:
```
9
H5N2PS | OMol25 | the ωB97M-V functional and the def2-TZVPD basis
N -1.66 0.65 0.33
N -0.72 -0.28 -0.11
P 0.41 -1.04 0.82
S 2.74 0.78 0.26
H -1.75 0.51 1.43
H -2.39 0.63 -0.27
H -0.40 -0.07 -0.98
H 1.08 -1.65 -0.41
H 2.69 0.47 -1.07
```

b) Entry from OMol25: an isolated molecule of H5N2PS (the ωB97M-V functional and the def2-TZVPD basis).

The net charge is 0. Its structure (SMILES) is NP(N)S. The highest occupied orbital energy comes out at -8.5 eV.

The geometry in XYZ format:
```
9
H5N2PS | OMol25 | the ωB97M-V functional and the def2-TZVPD basis
N -0.49 -0.21 1.49
P -0.20 -0.75 -0.04
N -0.59 0.71 -0.92
S 2.08 -0.33 -0.23
H -1.03 -0.82 2.06
H -0.29 0.71 1.61
H 0.02 0.98 -1.66
H -1.48 1.09 -1.01
H 1.99 -1.37 -1.28
```

Which structure is most stable? b), by 346.5 kJ/mol over the runner-up.

a) Entry from OMol25: a cluster of 2 separate species, H5N2PS in total (the ωB97M-V functional and the def2-TZVPD basis).

The net charge is 0. Its structure (SMILES) is [H]/P=N/N.S. The highest occupied orbital energy comes out at -8.7 eV.

The geometry in XYZ format:
```
9
H5N2PS | OMol25 | the ωB97M-V functional and the def2-TZVPD basis
H -2.67 1.54 -1.94
P -1.42 1.54 -1.13
N -1.00 0.10 -1.61
N -0.04 -0.79 -1.32
H -0.27 -1.76 -1.37
H 0.46 -0.58 -0.40
S 1.56 0.64 2.36
H 2.57 -0.13 2.91
H 0.82 -0.56 2.50
```

b) Entry from OMol25: a cluster of 2 separate species, H5N2PS in total (the ωB97M-V functional and the def2-TZVPD basis).

The net charge is 0. The highest occupied orbital energy comes out at -7.7 eV.

The geometry in XYZ format:
```
9
H5N2PS | OMol25 | the ωB97M-V functional and the def2-TZVPD basis
N 1.08 -1.06 0.11
N 0.91 1.35 -0.13
P 0.52 0.19 1.06
S -2.42 0.17 -0.05
H 0.84 -1.18 -0.86
H 1.13 -1.96 0.49
H 0.39 2.18 0.01
H 0.86 1.02 -1.08
H -3.32 -0.70 0.45
```

Which structure is most stable? b), by 170.9 kJ/mol over the runner-up.

a) Entry from OMol25: a cluster of 2 separate species, C3H11O in total (the ωB97M-V functional and the def2-TZVPD basis).

The net charge is +1. The highest occupied orbital energy comes out at -14.7 eV.

The geometry in XYZ format:
```
15
C3H11O | OMol25 | the ωB97M-V functional and the def2-TZVPD basis
O -1.93 -0.11 2.55
H -2.33 0.65 3.02
H -1.39 -0.74 3.08
H -1.58 0.23 1.69
C 1.45 0.68 -2.00
C 0.79 -0.52 -1.32
C 0.15 -0.12 0.01
H 2.04 0.40 -2.86
H 2.00 1.26 -1.28
H 0.66 1.39 -2.30
H 1.60 -1.24 -1.15
H 0.08 -0.96 -2.00
H -0.82 -0.61 0.20
H 0.80 -0.34 0.87
H -0.11 0.95 -0.02
```

b) Entry from OMol25: a cluster of 2 separate species, C3H11O in total (the ωB97M-V functional and the def2-TZVPD basis).

The net charge is +1. The highest occupied orbital energy comes out at -16.0 eV.

The geometry in XYZ format:
```
15
C3H11O | OMol25 | the ωB97M-V functional and the def2-TZVPD basis
O 1.58 -1.48 -0.49
H 1.75 -2.31 0.00
H 2.36 -0.89 -0.43
H 0.71 -1.06 -0.21
C -0.32 0.98 -1.07
C -0.35 0.99 0.46
C -0.94 -0.30 1.06
H -0.01 0.06 -1.57
H -1.29 1.26 -1.49
H 0.34 1.77 -1.43
H 0.65 1.18 0.85
H -1.04 1.78 0.73
H -0.24 -1.16 1.13
H -1.77 -0.64 0.43
H -1.39 -0.19 2.04
```

Which structure is most stable? b), by 16.9 kJ/mol over the runner-up.

a) Entry from OMol25: an isolated molecule of C4H13N5O2 (the ωB97M-V functional and the def2-TZVPD basis).

The net charge is 0. Its structure (SMILES) is NCCN(CCN)N(O)N=O. The highest occupied orbital energy comes out at -8.9 eV.

The geometry in XYZ format:
```
24
C4H13N5O2 | OMol25 | the ωB97M-V functional and the def2-TZVPD basis
N -2.76 -0.98 -0.87
C -1.97 -1.68 0.19
C -0.38 -1.45 0.26
N 0.07 -0.09 0.02
C -0.18 0.74 1.23
C -1.39 1.59 0.89
N -1.59 1.85 -0.59
N 1.34 -0.17 -0.33
O 1.65 0.87 -1.24
N 2.34 -0.65 0.47
O 3.46 -0.32 0.11
H -2.62 -1.50 -1.75
H -2.42 0.01 -0.93
H -2.36 -1.46 1.22
H -2.02 -2.81 0.06
H 0.00 -1.66 1.25
H 0.00 -2.15 -0.51
H 0.63 1.39 1.53
H -0.42 0.11 2.11
H -2.24 0.99 1.17
H -1.58 2.51 1.59
H -0.72 1.92 -1.13
H -1.98 2.88 -0.56
H 2.69 0.51 -1.35
```

b) Entry from OMol25: an isolated molecule of C4H13N5O2 (the ωB97M-V functional and the def2-TZVPD basis).

The net charge is 0. Its structure (SMILES) is NCCN(CCN)N(O)N=O. The highest occupied orbital energy comes out at -9.4 eV.

The geometry in XYZ format:
```
24
C4H13N5O2 | OMol25 | the ωB97M-V functional and the def2-TZVPD basis
N 2.35 1.13 -0.97
C 1.68 1.70 0.24
C 0.20 1.60 0.25
N 0.00 0.05 -0.14
C 0.44 -0.69 1.11
C 1.73 -1.50 0.92
N 2.03 -1.56 -0.50
N -1.47 -0.16 -0.24
O -1.71 -1.03 -1.15
N -2.29 0.48 0.45
O -3.62 0.20 0.19
H 1.68 1.58 -1.70
H 2.01 0.26 -1.19
H 2.30 1.21 1.11
H 2.04 2.76 0.32
H -0.23 1.92 1.17
H 0.09 2.45 -0.54
H -0.52 -1.29 1.42
H 0.45 0.16 1.83
H 2.75 -0.94 1.06
H 1.79 -2.43 1.37
H 1.26 -1.87 -0.95
H 2.91 -2.14 -0.71
H -2.64 -1.22 -0.91
```

Which structure is most stable? a), by 222.8 kJ/mol over the runner-up.